Density functional theory data (ωB97M-V/def2-TZVPD) for C36H44N4STa as an isolated structure at a distorted geometry.

The geometry in ORCA input format:
```
! RIJCOSX wB97M-V def2-TZVPD def2/J DEFGRID3
* xyz 1 1
Ta 0.002 0.000 0.210
C -5.678 -2.094 -1.897
C -5.400 -1.609 -0.469
C -4.220 -0.688 -0.402
C -4.219 0.674 -0.443
C -5.404 1.592 -0.482
C -5.773 2.133 0.904
C -2.851 1.103 -0.386
N -2.026 -0.006 -0.322
C -2.853 -1.115 -0.354
C -2.419 -2.423 -0.343
C -1.110 -2.862 -0.331
C -0.684 -4.230 -0.363
C -1.616 -5.404 -0.343
C -2.157 -5.709 1.061
C 0.680 -4.231 -0.379
C 1.107 -2.863 -0.347
C 2.417 -2.427 -0.366
C 2.853 -1.119 -0.369
N 2.028 -0.009 -0.332
C 2.855 1.098 -0.392
C 2.420 2.407 -0.419
C 1.113 2.846 -0.410
N 0.003 2.024 -0.347
C -1.106 2.849 -0.407
C -2.413 2.412 -0.415
C -0.676 4.217 -0.480
C 0.687 4.215 -0.483
C 1.616 5.391 -0.508
C 2.163 5.745 0.881
C -1.602 5.395 -0.499
C -2.121 5.763 0.897
C 4.224 0.668 -0.441
C 4.221 -0.695 -0.427
C 5.393 -1.630 -0.420
C 5.751 -2.107 0.994
C 5.404 1.594 -0.455
C 5.724 2.168 0.932
N 0.000 -2.037 -0.305
C 1.609 -5.407 -0.378
C 2.081 -5.785 1.031
H -6.552 -2.747 -1.925
H -4.827 -2.649 -2.298
H -5.862 -1.249 -2.564
H -5.238 -2.463 0.193
H -6.277 -1.096 -0.074
H -6.255 1.059 -0.908
H -5.207 2.420 -1.167
H -6.039 1.318 1.581
H -6.621 2.816 0.845
H -4.934 2.670 1.354
H -3.186 -3.187 -0.367
H -1.096 -6.278 -0.735
H -2.448 -5.224 -1.028
H -1.342 -5.925 1.754
H -2.825 -6.571 1.041
H -2.712 -4.860 1.466
H 3.183 -3.191 -0.401
H 3.185 3.170 -0.478
H -3.178 3.175 -0.473
H 1.092 6.251 -0.924
H 2.442 5.190 -1.194
H 1.350 5.985 1.570
H 2.829 6.607 0.829
H 2.721 4.910 1.313
H -2.443 5.189 -1.166
H -1.085 6.249 -0.935
H -2.668 4.931 1.348
H -2.789 6.624 0.850
H -1.295 6.011 1.567
H 6.252 -1.135 -0.872
H 5.179 -2.490 -1.059
H 5.996 -1.261 1.640
H 6.610 -2.778 0.973
H 4.915 -2.638 1.455
H 5.224 2.408 -1.162
H 6.274 1.060 -0.838
H 4.869 2.708 1.345
H 6.568 2.856 0.883
H 5.977 1.371 1.634
H 2.473 -5.193 -1.010
H 1.110 -6.257 -0.844
H 2.599 -4.952 1.512
H 2.765 -6.635 0.998
H 1.235 -6.054 1.668
S 0.009 0.012 2.407
*
```

Kohn-Sham gap: 5.731 eV
Electronic energy: -2072.4330 a.u.
Energy above the lowest of the compared OMol25 structures with the same formula, charge and spin: 0.0 kJ/mol

***

Density functional theory data (ωB97M-V/def2-TZVPD) for a 7-piece molecular cluster, C26H45F2N6OP overall at a distorted geometry.

The geometry in ORCA input format:
```
! RIJCOSX wB97M-V def2-TZVPD def2/J DEFGRID3
* xyz 0 1
O 3.668 -0.605 -0.514
C 2.896 -1.176 -1.239
F 1.767 -1.719 -0.737
C 3.036 -1.318 -2.704
P 2.673 0.402 -3.314
F 2.298 0.117 -4.827
H 2.280 -1.962 -3.121
H 4.031 -1.676 -2.921
H 3.972 0.965 -3.367
C -2.326 2.423 -1.797
C -1.448 1.259 -1.356
C -0.308 1.685 -0.427
C 0.605 2.635 -1.063
N 1.352 3.355 -1.548
H -1.756 3.150 -2.380
H -3.144 2.068 -2.421
H -2.761 2.935 -0.939
H -1.034 0.759 -2.234
H -2.061 0.524 -0.833
H 0.277 0.814 -0.126
H -0.703 2.150 0.477
C -3.959 6.578 1.353
C -4.113 6.893 -0.131
C -5.371 6.271 -0.746
C -5.346 4.812 -0.639
N -5.326 3.671 -0.549
H -3.855 5.506 1.522
H -3.071 7.063 1.756
H -4.822 6.930 1.921
H -3.234 6.539 -0.672
H -4.159 7.974 -0.271
H -5.452 6.532 -1.800
H -6.266 6.635 -0.241
C 3.068 -0.971 3.715
C 2.669 -2.020 2.685
C 1.227 -2.507 2.849
C 0.987 -3.144 4.143
N 0.744 -3.637 5.147
H 3.039 -1.375 4.728
H 4.082 -0.621 3.528
H 2.402 -0.107 3.674
H 3.354 -2.868 2.744
H 2.771 -1.597 1.686
H 0.980 -3.233 2.073
H 0.534 -1.670 2.754
C -1.301 -5.950 3.400
C -2.311 -5.729 4.516
C -3.714 -6.224 4.145
C -4.218 -5.515 2.967
N -4.578 -4.954 2.036
H -1.585 -5.397 2.501
H -0.318 -5.599 3.705
H -1.219 -7.006 3.136
H -2.356 -4.667 4.761
H -1.981 -6.248 5.417
H -4.411 -6.062 4.966
H -3.700 -7.292 3.922
C -3.556 -2.546 1.830
C -2.827 -3.703 1.159
C -1.900 -3.247 0.025
C -2.644 -2.570 -1.039
N -3.242 -2.045 -1.862
H -4.207 -2.023 1.128
H -4.176 -2.911 2.648
H -2.849 -1.822 2.242
H -3.554 -4.414 0.766
H -2.231 -4.236 1.902
H -1.383 -4.100 -0.414
H -1.143 -2.557 0.404
C 7.333 3.353 -3.468
C 7.328 3.804 -4.924
C 6.104 3.302 -5.698
C 6.057 1.840 -5.724
N 6.019 0.696 -5.729
H 7.378 2.266 -3.389
H 8.200 3.755 -2.945
H 6.437 3.695 -2.947
H 8.236 3.457 -5.418
H 7.338 4.894 -4.967
H 6.125 3.659 -6.727
H 5.185 3.665 -5.237
*
```

Structure (SMILES): O=C(F)CPF.CCCC#N.CCCC#N.CCCC#N.CCCC#N.CCCC#N.CCCC#N
Kohn-Sham gap: 9.971 eV
Electronic energy: -1962.4914 a.u.
Energy above the lowest of the compared OMol25 structures with the same formula, charge and spin: 75.3 kJ/mol

***

Density functional theory data (ωB97M-V/def2-TZVPD) for one molecule with the formula C19H20N2O at a distorted geometry.

The geometry in ORCA input format:
```
! RIJCOSX wB97M-V def2-TZVPD def2/J DEFGRID3
* xyz 0 1
O -3.477 -1.108 -0.764
C -2.851 -0.038 -0.615
C 2.560 -3.249 -3.194
C 1.475 -2.790 -2.456
C 3.882 -2.798 -2.831
C 1.710 -0.387 0.368
C 4.095 -1.862 -1.779
C 3.002 -0.521 -0.025
C 1.675 -1.828 -1.367
C 0.861 -1.184 -0.503
C 0.515 2.398 3.394
C -0.024 1.103 3.392
C 1.485 2.805 2.450
C 0.370 0.200 2.429
C 1.849 1.876 1.432
C 1.286 0.575 1.426
N 2.996 -1.436 -1.060
N -3.581 1.056 -0.072
C -2.896 2.346 0.175
C -5.047 0.901 0.252
C -1.349 -0.004 -0.923
C -0.651 -1.331 -0.579
H 2.422 -3.917 -4.020
H 0.488 -3.027 -2.814
H 4.742 -3.171 -3.384
H 5.093 -1.458 -1.539
H 3.859 -0.018 0.406
H 0.222 3.083 4.182
H -0.735 0.797 4.135
H 1.936 3.787 2.414
H -0.029 -0.813 2.414
H 2.526 2.156 0.656
H -2.098 2.245 0.869
H -3.574 3.108 0.565
H -2.528 2.729 -0.766
H -5.170 0.080 0.999
H -5.484 1.798 0.659
H -5.610 0.632 -0.650
H -0.871 0.869 -0.440
H -1.187 0.215 -1.964
H -0.929 -1.695 0.411
H -0.958 -2.125 -1.286
*
```

Structure (SMILES): CN(C)C(=O)CCc1c(-c2ccccc2)cn2ccccc12
Kohn-Sham gap: 8.111 eV
Electronic energy: -920.7411 a.u.
Energy above the lowest of the compared OMol25 structures with the same formula, charge and spin: 165.2 kJ/mol

***

Density functional theory data (ωB97M-V/def2-TZVPD) for a 2-piece molecular cluster, C3H7NO3 overall at a distorted geometry.

The geometry in ORCA input format:
```
! RIJCOSX wB97M-V def2-TZVPD def2/J DEFGRID3
* xyz 0 1
C -0.325 1.405 0.595
C -0.574 -0.626 -0.999
C 0.330 0.259 -0.105
N 1.512 0.491 -0.647
O 2.513 -0.185 -0.681
O -1.772 -0.861 -0.372
O 0.594 -1.181 1.366
H -0.083 2.330 0.072
H 0.058 1.472 1.611
H -1.403 1.259 0.625
H -0.019 -1.548 -1.215
H -0.769 -0.089 -1.932
H -1.564 -1.285 0.477
H 1.501 -1.441 1.204
*
```

Kohn-Sham gap: 8.212 eV
Electronic energy: -398.8068 a.u.
Energy above the lowest of the compared OMol25 structures with the same formula, charge and spin: 606.2 kJ/mol

***

Density functional theory data (ωB97M-V/def2-TZVPD) for C37H30NOP2Ru as an isolated structure at a distorted geometry.

The geometry in ORCA input format:
```
! RIJCOSX wB97M-V def2-TZVPD def2/J DEFGRID3
* xyz 3 5
Ru 1.199 -0.956 -0.046
O 3.713 -2.230 -0.630
N 3.266 -0.907 -0.519
C 4.145 -0.019 -0.834
C 4.029 1.428 -0.766
C 5.235 2.116 -0.885
C 5.279 3.499 -0.778
C 4.110 4.203 -0.551
C 2.897 3.527 -0.429
C 2.840 2.144 -0.550
P 1.212 1.381 -0.563
C 0.309 2.107 0.794
C 0.984 2.377 2.002
C 0.308 2.996 3.036
C -1.040 3.316 2.887
C -1.722 3.010 1.707
C -1.060 2.394 0.663
C 0.419 1.727 -2.132
C 0.828 2.797 -2.931
C 0.118 3.095 -4.085
C -0.976 2.323 -4.458
C -1.370 1.243 -3.679
C -0.671 0.940 -2.524
H 4.624 -2.227 -0.971
H 5.122 -0.391 -1.139
H 6.152 1.562 -1.051
H 6.223 4.020 -0.871
H 4.129 5.283 -0.480
H 1.992 4.093 -0.240
H 2.033 2.132 2.115
H 0.828 3.235 3.954
H -1.564 3.814 3.694
H -2.767 3.272 1.602
H -1.585 2.176 -0.260
H 1.688 3.398 -2.671
H 0.424 3.935 -4.694
H -1.515 2.558 -5.368
H -2.218 0.638 -3.975
H -0.978 0.094 -1.927
C -0.760 -2.024 4.862
C 0.189 -1.285 4.169
C 0.005 -1.051 2.815
C -1.109 -1.561 2.148
C -2.054 -2.309 2.847
C -1.875 -2.534 4.205
P -1.157 -1.425 0.348
C -2.813 -1.223 -0.273
C -3.804 -0.679 0.546
C -5.107 -0.611 0.077
C -5.413 -1.064 -1.199
C -4.418 -1.574 -2.028
C -3.112 -1.645 -1.574
C -0.532 -3.050 -0.188
C -1.226 -4.195 -0.568
C -0.490 -5.355 -0.727
C 0.927 -5.371 -0.567
C 1.627 -4.234 -0.229
C 0.894 -3.054 -0.126
H -0.632 -2.197 5.923
H 1.049 -0.881 4.687
H 0.716 -0.407 2.310
H -2.916 -2.725 2.341
H -2.603 -3.121 4.748
H -3.565 -0.319 1.540
H -5.886 -0.207 0.711
H -6.434 -1.013 -1.556
H -4.663 -1.918 -3.025
H -2.335 -2.030 -2.227
H -2.305 -4.189 -0.660
H -1.007 -6.285 -0.933
H 1.471 -6.294 -0.726
H 2.698 -4.272 -0.118
*
```

Kohn-Sham gap (spin up / spin down): 8.170 / 4.792 eV
Electronic energy: -2334.4123 a.u.
<S²>: 6.04